The following is a DFT calculation (ωB97M-V with the def2-TZVPD basis set) of a cluster of 13 separate species, C46H104Cl4N4O25 in total at a distorted geometry.

Results
total energy = -156619.59763 eV
energy relative to the best compared isomer or geometry (same formula, charge and spin) = 211.2 kJ/mol
HOMO energy = -8.7 eV
LUMO energy = 0.006 Ha
gap between HOMO and LUMO = 8.9 eV

Element x y z (Å)
C (-5.315, -2.770, 0.212)
C (-6.301, -3.882, 0.688)
C (-7.062, -4.625, -0.421)
O (-6.308, -5.555, -1.174)
C (-7.050, -6.323, -2.130)
N (-5.660, -4.784, 1.599)
H (-4.432, -3.213, -0.250)
H (-4.951, -2.188, 1.059)
H (-5.878, -2.140, -0.477)
H (-7.045, -3.355, 1.285)
H (-7.496, -3.917, -1.127)
H (-7.877, -5.151, 0.077)
H (-6.516, -7.240, -2.380)
H (-7.183, -5.854, -3.105)
H (-8.013, -6.653, -1.740)
H (-5.131, -5.459, 1.066)
H (-6.350, -5.308, 2.119)
C (-1.240, 6.242, -3.090)
C (-2.202, 5.313, -3.890)
C (-1.597, 4.351, -5.007)
O (-0.674, 3.504, -4.447)
C (-0.341, 2.318, -5.196)
N (-3.062, 4.545, -2.926)
H (-1.847, 6.770, -2.354)
H (-0.741, 6.969, -3.731)
H (-0.474, 5.679, -2.557)
H (-2.822, 6.039, -4.415)
H (-1.086, 4.952, -5.760)
H (-2.411, 3.807, -5.487)
H (0.157, 2.491, -6.150)
H (-1.187, 1.686, -5.467)
H (0.322, 1.711, -4.580)
H (-2.433, 3.949, -2.407)
H (-3.554, 3.854, -3.474)
C (0.644, 0.454, 9.002)
C (1.794, -0.154, 8.277)
C (1.475, -1.463, 7.520)
O (0.467, -1.171, 6.499)
C (-0.017, -2.307, 5.780)
N (2.273, 0.815, 7.343)
H (0.264, -0.205, 9.782)
H (-0.204, 0.629, 8.340)
H (0.986, 1.403, 9.415)
H (2.521, -0.299, 9.076)
H (1.239, -2.308, 8.166)
H (2.451, -1.786, 7.157)
H (-1.047, -2.358, 6.133)
H (0.332, -3.310, 6.026)
H (-0.076, -2.081, 4.715)
H (1.657, 1.171, 6.626)
H (2.927, 0.372, 6.713)
C (0.088, -1.613, 0.787)
C (-0.963, -0.486, 0.933)
C (-0.954, 0.750, -0.155)
O (0.325, 1.278, -0.109)
C (0.667, 2.187, -1.165)
N (-2.220, -1.192, 1.065)
H (0.249, -2.005, 1.791)
H (1.020, -1.180, 0.424)
H (-0.126, -2.427, 0.094)
H (-0.784, 0.148, 1.801)
H (-1.732, 1.507, -0.055)
H (-1.158, 0.262, -1.108)
H (0.245, 3.152, -0.887)
H (0.413, 1.877, -2.179)
H (1.753, 2.273, -1.134)
H (-1.998, -2.051, 1.549)
H (-2.390, -1.526, 0.128)
C (5.006, 1.000, -0.449)
C (6.072, -0.023, 0.082)
O (7.370, 0.191, -0.546)
C (7.675, -0.079, -1.850)
O (8.770, 0.104, -2.369)
O (6.592, -0.636, -2.382)
C (6.425, -0.831, -3.756)
H (4.966, 2.046, -0.147)
H (4.022, 0.614, -0.183)
H (4.904, 0.997, -1.534)
H (5.776, -1.062, -0.064)
H (6.112, -0.045, 1.171)
H (6.857, -1.788, -4.048)
H (6.860, -0.180, -4.514)
H (5.355, -0.930, -3.942)
C (3.310, -2.031, -2.576)
C (2.206, -0.959, -2.432)
O (2.611, 0.313, -2.581)
C (2.902, 0.770, -3.819)
O (2.954, 0.113, -4.840)
O (2.961, 2.137, -3.738)
C (3.398, 2.843, -4.931)
H (4.093, -1.638, -1.927)
H (3.763, -2.100, -3.565)
H (2.939, -2.939, -2.100)
H (1.838, -0.942, -1.407)
H (1.319, -1.216, -3.011)
H (4.414, 2.486, -5.100)
H (3.547, 3.917, -4.815)
H (2.808, 2.707, -5.837)
C (-4.743, 1.782, -1.250)
C (-5.421, 0.911, -0.232)
O (-6.826, 0.869, -0.338)
C (-7.498, 0.312, -1.384)
O (-7.121, -0.229, -2.360)
O (-8.744, 0.663, -1.154)
C (-9.885, 0.308, -2.041)
H (-5.094, 1.605, -2.267)
H (-3.677, 1.591, -1.132)
H (-4.796, 2.852, -1.054)
H (-5.232, 1.308, 0.765)
H (-5.048, -0.110, -0.151)
H (-9.872, 1.090, -2.801)
H (-10.830, 0.476, -1.524)
H (-9.949, -0.633, -2.588)
C (3.267, 4.615, -1.189)
C (3.981, 5.901, -1.263)
O (3.445, 6.516, -2.392)
C (3.257, 7.833, -2.537)
O (3.536, 8.777, -1.729)
O (2.695, 7.980, -3.777)
C (2.463, 9.329, -4.206)
H (2.224, 4.522, -1.493)
H (3.318, 4.044, -0.262)
H (3.810, 4.039, -1.939)
H (5.058, 5.741, -1.299)
H (3.836, 6.391, -0.300)
H (2.019, 10.005, -3.475)
H (1.666, 9.276, -4.948)
H (3.297, 9.818, -4.710)
C (1.350, 1.724, 3.293)
C (2.361, 0.854, 2.652)
O (3.674, 1.421, 2.752)
C (4.524, 0.926, 3.647)
O (4.235, 0.469, 4.732)
O (5.688, 1.068, 3.140)
C (6.829, 0.717, 3.973)
H (0.373, 1.317, 3.033)
H (1.410, 2.766, 2.978)
H (1.494, 1.782, 4.372)
H (2.065, 0.599, 1.634)
H (2.338, -0.097, 3.184)
H (7.340, 1.606, 4.342)
H (7.588, 0.077, 3.524)
H (6.596, 0.064, 4.814)
C (-3.997, -0.004, -4.475)
C (-4.580, -1.265, -3.898)
O (-3.753, -2.389, -3.953)
C (-3.008, -2.769, -2.943)
O (-2.704, -2.085, -1.964)
O (-2.823, -4.052, -2.982)
C (-2.130, -4.712, -1.932)
H (-4.669, 0.818, -4.228)
H (-3.903, -0.038, -5.560)
H (-3.028, 0.234, -4.037)
H (-5.532, -1.491, -4.379)
H (-4.796, -0.983, -2.867)
H (-2.457, -4.337, -0.962)
H (-1.067, -4.529, -2.086)
H (-2.368, -5.759, -1.747)
C (2.725, -4.333, 3.299)
C (3.159, -2.917, 3.639)
O (4.574, -2.861, 3.674)
C (5.312, -2.704, 2.574)
O (4.894, -2.543, 1.383)
O (6.630, -2.842, 3.004)
C (7.623, -2.723, 2.058)
H (1.639, -4.416, 3.295)
H (2.887, -4.976, 4.164)
H (3.043, -4.716, 2.330)
H (2.732, -2.710, 4.620)
H (2.651, -2.125, 3.088)
H (8.610, -2.767, 2.518)
H (7.455, -1.909, 1.353)
H (7.541, -3.581, 1.391)
C (-4.469, -2.188, 3.653)
Cl (-4.702, -0.460, 3.329)
Cl (-3.853, -2.445, 5.342)
H (-5.460, -2.619, 3.508)
H (-3.840, -2.629, 2.880)
C (-2.780, -5.726, 2.819)
Cl (-2.077, -4.309, 1.989)
Cl (-2.653, -5.524, 4.526)
H (-3.820, -5.849, 2.517)
H (-2.198, -6.600, 2.525)


The following is a DFT calculation (ωB97M-V with the def2-TZVPD basis set) of a cluster of 10 separate species, C46H106Cl2N12O14P4 in total at a distorted geometry.

Results
total energy = -158169.37389 eV
energy relative to the best compared isomer or geometry (same formula, charge and spin) = 0.0 kJ/mol
HOMO energy = -8.1 eV
SMILES = CN(C)P(=O)(N(C)C)N(C)C.CN(C)P(=O)(N(C)C)N(C)C.CN(C)P(=O)(N(C)C)N(C)C.CN(C)P(=O)(N(C)C)N(C)C.O=C1CCCO1.O=C1CCCO1.O=C1CCCO1.O=C1CCCO1.O=C1CCCO1.ClCCCl
LUMO energy = 0.006 Ha
gap between HOMO and LUMO = 8.3 eV

Element x y z (Å)
Cl (2.024, 0.114, -2.814)
C (2.650, -0.538, -1.281)
C (1.686, -0.684, -0.170)
Cl (0.990, 0.898, 0.368)
H (3.500, 0.083, -0.998)
H (3.031, -1.526, -1.540)
H (2.279, -1.079, 0.655)
H (0.946, -1.454, -0.393)
O (-0.220, 9.944, -4.195)
P (-1.100, 10.063, -2.972)
N (-0.255, 9.618, -1.607)
C (0.057, 8.218, -1.356)
C (0.711, 10.568, -1.002)
N (-2.600, 9.224, -3.093)
C (-3.512, 8.918, -1.962)
C (-3.173, 9.118, -4.458)
N (-1.556, 11.648, -2.670)
C (-1.633, 12.570, -3.793)
C (-2.407, 12.024, -1.512)
H (1.124, 8.013, -1.453)
H (-0.545, 7.580, -2.003)
H (-0.165, 7.944, -0.324)
H (0.231, 11.504, -0.719)
H (1.477, 10.772, -1.750)
H (1.159, 10.211, -0.074)
H (-4.397, 8.430, -2.371)
H (-3.014, 8.279, -1.232)
H (-3.655, 9.859, -1.432)
H (-4.012, 9.808, -4.548)
H (-2.428, 9.308, -5.230)
H (-3.657, 8.167, -4.680)
H (-1.405, 13.580, -3.453)
H (-0.963, 12.389, -4.634)
H (-2.614, 12.427, -4.246)
H (-3.448, 11.719, -1.622)
H (-2.326, 13.094, -1.321)
H (-2.036, 11.461, -0.655)
O (-7.194, -0.201, 8.241)
P (-7.269, 0.219, 6.837)
N (-7.592, -0.966, 5.726)
C (-8.521, -2.020, 6.019)
C (-7.516, -0.816, 4.270)
N (-5.802, 0.909, 6.339)
C (-5.467, 2.241, 6.819)
C (-4.689, 0.036, 5.914)
N (-8.493, 1.378, 6.510)
C (-9.679, 1.393, 7.364)
C (-8.642, 2.172, 5.289)
H (-9.546, -1.647, 6.020)
H (-8.415, -2.518, 6.983)
H (-8.528, -2.789, 5.247)
H (-6.888, 0.022, 3.968)
H (-8.516, -0.516, 3.955)
H (-7.193, -1.682, 3.691)
H (-6.134, 2.939, 6.313)
H (-5.530, 2.292, 7.906)
H (-4.487, 2.610, 6.518)
H (-5.125, -0.553, 5.107)
H (-3.947, 0.677, 5.439)
H (-4.337, -0.530, 6.776)
H (-10.373, 0.611, 7.055)
H (-9.391, 1.070, 8.364)
H (-10.211, 2.345, 7.365)
H (-7.779, 1.941, 4.665)
H (-8.673, 3.226, 5.565)
H (-9.648, 1.980, 4.914)
O (4.953, -9.528, 7.535)
P (5.594, -8.604, 6.545)
N (5.933, -7.081, 7.193)
C (4.796, -6.174, 7.334)
C (6.860, -6.942, 8.357)
N (4.755, -8.201, 5.104)
C (3.601, -9.025, 4.704)
C (5.164, -7.095, 4.226)
N (7.131, -9.249, 6.077)
C (7.995, -8.557, 5.132)
C (7.859, -10.217, 6.950)
H (3.956, -6.648, 7.842)
H (4.414, -5.859, 6.363)
H (4.937, -5.209, 7.821)
H (6.449, -7.483, 9.209)
H (7.029, -5.909, 8.658)
H (7.860, -7.355, 8.221)
H (2.904, -9.157, 5.532)
H (3.086, -8.520, 3.887)
H (3.864, -10.067, 4.520)
H (5.380, -7.552, 3.261)
H (4.406, -6.324, 4.086)
H (6.037, -6.547, 4.580)
H (8.152, -7.531, 5.465)
H (8.919, -9.135, 5.107)
H (7.503, -8.573, 4.160)
H (8.470, -10.870, 6.325)
H (7.092, -10.847, 7.400)
H (8.471, -9.790, 7.744)
O (-6.359, -1.201, -5.761)
P (-6.189, 0.284, -5.821)
N (-7.508, 1.179, -6.405)
C (-8.210, 0.580, -7.567)
C (-7.636, 2.671, -6.516)
N (-4.878, 0.850, -6.815)
C (-4.194, 2.120, -6.662)
C (-4.415, 0.016, -7.927)
N (-5.920, 0.943, -4.264)
C (-4.628, 0.668, -3.597)
C (-7.014, 1.237, -3.372)
H (-8.437, -0.470, -7.384)
H (-7.674, 0.656, -8.512)
H (-9.238, 0.890, -7.756)
H (-8.654, 2.981, -6.751)
H (-6.944, 3.136, -7.218)
H (-7.282, 3.211, -5.638)
H (-3.117, 2.025, -6.803)
H (-4.671, 2.759, -7.406)
H (-4.374, 2.493, -5.654)
H (-5.285, -0.398, -8.437)
H (-3.860, 0.495, -8.734)
H (-3.763, -0.790, -7.590)
H (-4.644, -0.180, -2.914)
H (-3.830, 0.511, -4.323)
H (-4.437, 1.528, -2.956)
H (-7.796, 1.893, -3.755)
H (-6.699, 1.650, -2.414)
H (-7.542, 0.350, -3.021)
O (4.013, 1.419, 5.255)
C (4.573, 2.413, 4.937)
O (5.772, 2.363, 4.299)
C (6.211, 3.552, 3.752)
C (4.908, 4.433, 3.895)
C (4.072, 3.835, 4.967)
H (6.391, 3.403, 2.688)
H (7.095, 3.813, 4.334)
H (4.362, 4.399, 2.952)
H (5.151, 5.477, 4.092)
H (3.016, 3.917, 4.709)
H (4.237, 4.238, 5.967)
O (-3.447, -5.873, 0.835)
C (-4.383, -6.592, 0.518)
O (-5.254, -7.226, 1.391)
C (-6.444, -7.766, 0.686)
C (-5.921, -8.019, -0.725)
C (-4.958, -6.880, -0.919)
H (-7.230, -7.014, 0.752)
H (-6.715, -8.624, 1.302)
H (-6.731, -8.055, -1.454)
H (-5.337, -8.938, -0.672)
H (-5.395, -5.922, -1.201)
H (-4.093, -7.157, -1.522)
O (6.581, -4.897, -7.758)
C (5.502, -5.275, -7.254)
O (5.226, -6.580, -7.093)
C (4.059, -6.693, -6.263)
C (3.249, -5.389, -6.437)
C (4.367, -4.409, -6.839)
H (4.266, -6.878, -5.209)
H (3.415, -7.488, -6.640)
H (2.770, -5.077, -5.509)
H (2.631, -5.457, -7.332)
H (4.747, -3.894, -5.957)
H (4.107, -3.653, -7.579)
O (8.742, -4.730, -1.979)
C (9.538, -5.582, -2.313)
O (9.145, -6.794, -2.625)
C (10.223, -7.622, -3.059)
C (11.475, -6.941, -2.605)
C (11.057, -5.498, -2.494)
H (10.016, -7.697, -4.126)
H (10.111, -8.583, -2.556)
H (12.349, -7.263, -3.172)
H (11.669, -7.147, -1.552)
H (11.151, -4.971, -3.444)
H (11.515, -4.961, -1.664)
O (7.029, 7.579, -1.424)
C (6.708, 7.453, -2.567)
O (6.297, 8.387, -3.364)
C (5.921, 7.934, -4.598)
C (5.676, 6.479, -4.378)
C (6.658, 6.147, -3.299)
H (6.802, 8.148, -5.203)
H (4.975, 8.352, -4.941)
H (5.840, 5.879, -5.273)
H (4.668, 6.349, -3.984)
H (7.612, 6.048, -3.817)
H (6.475, 5.394, -2.533)


Question: Among the records above, which one has the highest energy relative to the best compared isomer or geometry (same formula, charge and spin)?
Answer: C46H104Cl4N4O25


Question: Which of these has the lowest gap between HOMO and LUMO?
Answer: C46H106Cl2N12O14P4


Question: Number 1 is which compound?
Answer: C46H104Cl4N4O25


Question: What is the formula in the first record?
Answer: C46H104Cl4N4O25